DFT (wB97M-V/def2-TZVPD) results for a single C17H28N2O5 molecule.

Positions of all 52 atoms, in Å:
C (-3.843904, -2.530455, -1.445657)
C (-3.883035, -1.106271, -1.985749)
C (-4.423759, -0.096563, -0.974734)
C (-3.423379, 0.177769, 0.165413)
N (-2.193914, 0.687625, -0.392372)
C (-1.017805, 0.627509, 0.447047)
C (-1.117432, 1.386978, 1.783173)
C (0.113064, 1.285997, -0.336663)
O (-0.066383, 2.308526, -0.977061)
N (1.333301, 0.723094, -0.282730)
C (2.416655, 1.438262, -0.946705)
C (2.384185, 2.890078, -0.478766)
O (2.246802, 3.227585, 0.666127)
O (2.609059, 3.739719, -1.477138)
C (3.695831, 0.728916, -0.488172)
C (3.269957, 0.068751, 0.825871)
C (4.174333, -1.052951, 1.329040)
C (4.051684, -2.330602, 0.504429)
C (2.594166, -2.770955, 0.430519)
C (1.759042, -1.691565, -0.248739)
C (1.828195, -0.372093, 0.529806)
C (-4.123584, 1.107045, 1.148722)
O (-4.672505, 0.757610, 2.161566)
O (-4.105713, 2.382142, 0.744565)
H (-4.831615, -2.840541, -1.110801)
H (-3.513812, -3.217810, -2.221124)
H (-3.156397, -2.611893, -0.608188)
H (-2.880164, -0.793391, -2.278027)
H (-4.521031, -1.081104, -2.871506)
H (-4.619735, 0.849679, -1.482546)
H (-5.360067, -0.459521, -0.545738)
H (-3.208555, -0.756727, 0.694112)
H (-2.311644, 1.630255, -0.752172)
H (-0.804707, -0.430042, 0.634917)
H (-0.164547, 1.360784, 2.307030)
H (-1.880999, 0.946750, 2.421347)
H (-1.367437, 2.427615, 1.587594)
H (2.280298, 1.433105, -2.032446)
H (2.539509, 4.656158, -1.165767)
H (3.998023, -0.014924, -1.223517)
H (4.517461, 1.429276, -0.346812)
H (3.226486, 0.855381, 1.586530)
H (5.208643, -0.703837, 1.329990)
H (3.900172, -1.278186, 2.362238)
H (4.656638, -3.114149, 0.963909)
H (4.434077, -2.168219, -0.504719)
H (2.511726, -3.704371, -0.128695)
H (2.215175, -2.948488, 1.439409)
H (2.129905, -1.528463, -1.261573)
H (0.717940, -2.009192, -0.329898)
H (1.256535, -0.459886, 1.456698)
H (-4.576757, 2.945606, 1.377946)

Forces on atoms 1 to 6 (eV/Å):
0.0 0.2 -0.1
-0.1 0.0 0.1
0.3 -0.2 -0.1
-0.1 0.1 -0.2
-0.1 0.1 -0.2
0.1 0.3 0.2

Results
net charge = 0
E_HOMO = -8.7846 eV
structure (SMILES) = CCC[C@@H](N[C@H](C)C(=O)N1[C@@H](C(=O)O)C[C@@H]2CCCC[C@@H]21)C(=O)O
energy above the lowest of the compared OMol25 structures with the same formula, charge and spin = 1.2 kcal per mole